# 1
ORCA calculation (the ωB97M-V functional and the def2-TZVPD basis) on the molecule C5H7N3.

Summary:
* LUMO level: -0.84 eV
* E_HOMO: -9.37 eV
* ΔE to the lowest compared entry with this formula, charge and spin: 724.95 kJ/mol

XYZ file:
```
15
Properties=species:S:1:pos:R:3:forces:R:3
C 2.429 0.201 -0.650 4.5547 1.8700 4.1001
C 1.643 -0.638 0.363 1.0049 -0.9365 1.2571
C 0.401 -0.925 -0.313 -1.6459 -3.3069 2.5019
N 0.350 -0.120 0.974 0.1257 0.4653 -3.2984
N 0.012 1.158 0.714 -4.8440 2.0817 -5.0971
C -1.096 1.244 -0.291 1.8181 -0.8871 3.6757
C -2.013 0.018 -0.354 -0.5963 -0.6991 1.4424
N -2.714 -0.897 -0.069 2.2131 2.9343 -1.3744
H 2.632 1.349 -0.351 0.1311 -2.7395 0.0198
H 3.408 -0.316 -0.984 -1.7463 0.9159 0.5554
H 1.788 0.368 -1.383 -2.2784 0.3689 -3.8357
H 2.079 -1.408 1.125 -0.3388 1.6775 -1.8375
H 0.135 -0.825 -1.345 0.3154 1.9509 -0.4606
H -0.227 -1.734 -0.099 -0.0184 -2.1850 0.6556
H -1.536 2.181 -0.822 1.3051 -1.5107 1.6957
```
Positions in Å, forces in eV/Å.

=====

# 2
ORCA calculation (the ωB97M-V functional and the def2-TZVPD basis) on the molecule C5H7N3O.

Summary:
* LUMO level: 0.86 eV
* E_HOMO: -8.86 eV
* ΔE to the lowest compared entry with this formula, charge and spin: 83.55 kJ/mol

XYZ file:
```
16
Properties=species:S:1:pos:R:3:forces:R:3
C 1.092 -1.090 -0.904 1.4491 1.4478 1.6747
N 0.412 -0.613 0.320 -0.3331 -0.3590 -1.2865
C 0.371 -1.342 1.490 -0.8266 2.2800 0.4268
C -0.369 -0.559 2.324 -0.4487 1.2265 0.3381
N -0.752 0.636 1.707 -1.6485 -0.8449 1.6233
C -0.423 0.491 0.501 2.8559 1.3487 -3.8366
N -0.474 1.628 -0.535 0.2958 -4.0955 2.2220
C -0.991 1.544 -1.781 0.5766 -0.2439 0.4006
O -1.213 0.565 -2.431 -0.2136 -0.6765 -0.4277
H 2.186 -1.306 -0.626 -1.5890 0.4139 -0.6326
H 0.624 -1.952 -1.270 -0.6234 -1.2957 -0.5046
H 0.984 -0.301 -1.635 0.3717 -0.0080 -0.2167
H 1.033 -2.116 1.757 0.3145 -1.0553 -0.2916
H -0.742 -0.646 3.322 0.4263 -0.5749 0.4560
H -0.687 2.496 -0.143 -0.0183 1.4056 1.2399
H -1.051 2.564 -2.095 -0.5886 1.0313 -1.1851
```
Positions in Å, forces in eV/Å.

=====

# 3
ORCA calculation (the ωB97M-V functional and the def2-TZVPD basis) on the molecule C5H7N3O.

Summary:
* LUMO level: 0.73 eV
* E_HOMO: -8.56 eV
* ΔE to the lowest compared entry with this formula, charge and spin: 0.00 kJ/mol

XYZ file:
```
16
Properties=species:S:1:pos:R:3:forces:R:3
C 0.548 2.161 -1.592 0.1001 0.1587 -0.0968
C 0.472 0.899 -0.806 -0.0174 -0.2360 0.2820
N -0.145 0.726 0.341 -0.0798 -0.0244 -0.2306
C 0.031 -0.599 0.677 0.8140 0.5249 -0.5782
C -0.547 -1.187 1.902 2.2953 -1.6170 1.1196
N -1.890 -1.144 1.978 -2.2335 -0.2078 0.1351
O 0.127 -1.837 2.708 -0.6706 0.5745 -1.4601
C 0.756 -1.239 -0.300 -0.0927 -0.2808 0.8536
N 1.049 -0.268 -1.214 0.0039 0.3055 -0.6978
H 0.183 2.009 -2.618 0.0618 0.0657 0.2493
H -0.068 2.926 -1.107 0.1769 -0.2221 -0.1160
H 1.583 2.525 -1.653 -0.2535 -0.0240 0.0163
H -2.366 -0.256 2.062 -0.0963 -0.4504 -0.5187
H -2.368 -2.039 2.115 0.2193 1.0265 0.6428
H 1.062 -2.273 -0.422 -0.0161 0.3608 0.1282
H 1.573 -0.402 -2.070 -0.2114 0.0460 0.2713
```
Positions in Å, forces in eV/Å.

=====

# 4
ORCA calculation (the ωB97M-V functional and the def2-TZVPD basis) on a cluster of 2 separate species, C5H7N3O2 in total.

Summary:
* LUMO level: 0.32 eV
* E_HOMO: -8.43 eV
* ΔE to the lowest compared entry with this formula, charge and spin: 211.72 kJ/mol

XYZ file:
```
17
Properties=species:S:1:pos:R:3:forces:R:3
C -2.945 -0.427 -0.786 -0.2085 -0.2933 0.1436
N -1.969 0.585 -0.441 -0.6216 0.3709 0.2330
C -0.667 0.330 -0.279 1.1195 0.4541 -0.0947
C 0.468 1.129 -0.220 -0.8899 -0.0259 -0.4235
N 1.547 0.312 -0.381 0.3278 -0.5855 1.9485
C 1.103 -0.906 -0.247 0.3924 0.6815 -1.0246
C 1.805 -2.009 0.326 0.5779 -0.6116 1.1318
N 2.322 -2.739 1.072 -0.7086 0.7856 -1.4781
O -0.260 -0.951 -0.298 -0.5741 -0.4695 0.3339
H -2.703 -0.908 -1.745 -0.0456 0.1432 0.2459
H -3.002 -1.202 -0.009 -0.0446 0.1563 -0.2252
H -3.923 0.057 -0.873 0.2487 -0.1497 0.0161
H -2.265 1.543 -0.323 0.1251 -0.2840 -0.1786
H 0.546 2.161 0.111 0.0441 -0.1268 -0.7583
O 3.669 1.160 1.334 -0.3338 -0.1449 0.9468
H 3.012 1.102 0.618 0.1999 -0.3548 0.4025
H 3.260 0.765 2.142 0.3912 0.4545 -1.2190
```
Positions in Å, forces in eV/Å.

=====

# 5
ORCA calculation (the ωB97M-V functional and the def2-TZVPD basis) on the molecule C5H7N3O2.

Summary:
* LUMO level: 0.14 eV
* E_HOMO: -9.32 eV
* ΔE to the lowest compared entry with this formula, charge and spin: 243.14 kJ/mol

XYZ file:
```
17
Properties=species:S:1:pos:R:3:forces:R:3
H 1.193 0.374 -1.819 0.0268 -0.2079 -0.2163
N 0.331 0.879 -2.011 2.0831 0.2563 1.2919
C -0.152 1.438 -0.943 -1.3696 -3.5855 -2.2466
O -1.307 1.966 -1.265 -1.0113 -0.0035 -2.7241
C -0.017 0.872 0.473 0.8024 1.8087 0.2049
N 1.279 0.276 0.678 0.3529 0.5133 0.1326
C 1.484 -1.070 0.732 -0.4520 -0.8120 0.1908
N 0.599 -1.988 0.644 0.6725 0.3342 -0.0175
C -0.785 -1.593 0.478 -0.2000 -0.0560 -0.1883
C -1.121 -0.148 0.765 -0.8637 -0.0009 0.0835
O -2.194 0.201 1.194 0.7034 -0.0667 -0.2330
H -1.192 1.525 -2.372 -0.5899 2.1189 3.6256
H -0.175 1.722 1.150 0.0087 -0.3613 0.1665
H 2.062 0.889 0.853 -0.1922 -0.1736 -0.0346
H 2.529 -1.349 0.907 -0.2756 0.0161 -0.1307
H -1.433 -2.223 1.103 0.1859 0.2079 -0.1503
H -1.101 -1.772 -0.567 0.1183 0.0120 0.2456
```
Positions in Å, forces in eV/Å.

=====

# 6
ORCA calculation (the ωB97M-V functional and the def2-TZVPD basis) on a cluster of 2 separate species, C5H7N3O3 in total.

Summary:
* LUMO level (alpha / beta): -1.21 / -1.21 eV
* E_HOMO (alpha / beta): -9.18 / -9.18 eV
* ΔE to the lowest compared entry with this formula, charge and spin: 505.58 kJ/mol

XYZ file:
```
18
Properties=species:S:1:pos:R:3:forces:R:3
O -2.366 1.459 1.394 0.8066 -0.8598 0.9096
N -1.986 0.761 0.489 -2.0168 3.0810 -0.4627
O -2.376 1.314 -0.700 0.7966 -1.3016 -0.7451
C -1.328 -0.389 0.501 -0.6705 0.1348 -0.5275
N -1.385 -1.220 -0.562 -0.6740 0.5339 -1.3957
C -0.809 -2.280 -0.128 1.5103 -2.0007 1.3287
C -0.351 -2.053 1.247 -1.9709 2.3500 -1.5281
N -0.744 -0.819 1.602 1.1370 -2.0853 1.2732
H -1.745 0.925 -1.356 -0.3087 0.1802 0.1553
H -0.663 -3.233 -0.671 -0.2960 0.9271 0.0960
H 0.031 -2.709 1.944 1.1014 -1.2739 1.1915
C 2.653 1.330 -0.586 -2.0521 0.5371 -0.9843
C 1.177 0.921 -0.467 -2.8579 0.7227 -1.0177
O 0.237 1.040 -1.300 3.7824 0.1927 0.9260
H 2.919 2.091 0.147 -0.2474 -0.1777 0.2896
H 2.696 1.813 -1.564 0.5921 -0.3113 -0.0806
H 3.292 0.475 -0.463 0.3235 -0.3684 -0.1182
H 0.749 0.573 0.473 1.0442 -0.2810 0.6899
```
Positions in Å, forces in eV/Å.

=====

# 7
ORCA calculation (the ωB97M-V functional and the def2-TZVPD basis) on the ion C5H7N3O3 with charge +2.

Summary:
* LUMO level: -9.37 eV
* E_HOMO: -19.10 eV
* net charge: +2
* ΔE to the lowest compared entry with this formula, charge and spin: 0.00 kJ/mol

XYZ file:
```
18
Properties=species:S:1:pos:R:3:forces:R:3
O -4.886 1.716 0.673 -3.0720 0.9181 -0.7091
C -3.801 1.474 0.748 2.5332 -1.2244 0.2770
N -2.655 1.240 1.123 1.6939 0.0048 0.7573
N -1.504 0.666 0.658 -1.6477 1.9509 -4.5256
C -0.722 0.042 1.480 1.6220 -1.3048 2.1887
O -0.991 -0.158 2.737 1.8419 -0.4805 -1.9355
C 0.663 -0.346 0.984 -2.1283 0.0954 -1.0381
C 0.522 -0.829 -0.546 2.5167 2.7425 2.7962
N -0.180 0.127 -1.376 -1.2793 1.4541 3.1054
C -1.026 0.993 -0.853 1.2367 -2.4919 1.4691
O -1.562 1.993 -1.383 -1.5352 -0.2115 1.9626
H -1.858 0.036 3.056 -1.6774 0.6804 0.3678
H 1.203 0.620 1.200 0.2761 -1.0987 -0.7969
H 1.078 -1.191 1.527 -0.0505 0.2380 0.3828
H 1.580 -0.867 -0.778 0.1266 0.2426 -0.9374
H 0.166 -1.758 -0.771 -1.3120 -2.7254 0.2752
H 0.198 0.144 -2.274 0.1487 0.7983 -2.3099
H -1.194 2.462 -2.122 0.7065 0.4120 -1.3294
```
Positions in Å, forces in eV/Å.

=====

# 8
ORCA calculation (the ωB97M-V functional and the def2-TZVPD basis) on the molecule C5H7N3O7.

Summary:
* LUMO level: -0.75 eV
* E_HOMO: -10.89 eV
* ΔE to the lowest compared entry with this formula, charge and spin: 1172.87 kJ/mol

XYZ file:
```
22
Properties=species:S:1:pos:R:3:forces:R:3
O 3.486 -1.634 -1.547 -1.2892 -2.2575 -2.5811
N 3.877 -0.910 -0.730 -3.0318 2.9365 1.6042
O 4.943 -0.762 -0.305 4.0786 0.4680 1.2550
C 2.799 0.047 -0.056 -1.4939 -0.5679 0.8021
C 1.269 -0.117 -0.711 2.8965 0.4022 4.0887
C 0.378 0.925 0.017 -1.0459 -1.9607 -2.7619
C -0.931 0.079 -0.031 0.2114 0.3682 -2.0027
C -0.353 -1.314 0.441 -1.1580 1.7391 -3.1703
O 0.820 -1.365 -0.377 0.0717 -1.2205 0.4346
N 2.779 -0.370 1.465 0.1392 0.1667 -0.8724
O 3.291 -1.424 1.725 0.1008 -0.4387 -0.1466
O 2.216 0.351 2.245 -0.2070 0.1010 -0.0076
N 3.171 1.508 -0.213 0.6535 -0.6780 1.0192
O 3.358 1.798 -1.365 0.0057 0.3645 -0.6845
O 3.239 2.227 0.759 -0.0412 -0.2815 -0.7936
H 1.559 -0.111 -1.717 -0.4326 0.7115 -1.8126
H 0.418 1.831 -0.542 -0.5673 0.7859 -0.3841
H 0.585 1.118 1.019 1.0097 0.1428 1.4995
H -1.672 0.585 0.585 -0.3379 -0.5093 -0.0693
H -1.207 0.088 -1.174 -0.0886 -0.4251 2.3118
H -0.203 -1.236 1.456 0.9995 -0.0003 2.4782
H -0.880 -2.236 0.236 -0.4731 0.1531 -0.2066
```
Positions in Å, forces in eV/Å.

=====

# 9
ORCA calculation (the ωB97M-V functional and the def2-TZVPD basis) on the molecule C5H7N3S.

Summary:
* LUMO level: -0.48 eV
* E_HOMO: -9.66 eV
* ΔE to the lowest compared entry with this formula, charge and spin: 311.12 kJ/mol

XYZ file:
```
16
Properties=species:S:1:pos:R:3:forces:R:3
C 3.414 0.603 -0.281 -1.5584 -1.2165 -0.2271
C 0.868 0.721 0.620 -1.5664 -0.9482 1.3346
C -0.342 0.446 0.072 2.7318 -0.8019 -0.0783
C -0.358 -0.940 -0.572 1.1344 -0.4896 -2.2393
C -1.478 1.350 0.108 -1.1331 -0.8531 -2.2648
N 4.365 1.226 -0.424 0.7934 0.5736 -0.1083
N 0.900 -1.670 -0.242 1.2573 1.9672 0.2329
N -1.432 -1.750 -0.187 -2.5816 2.2229 4.4389
S 1.970 -0.683 0.417 -0.8404 -0.2735 0.3191
H 0.974 1.354 1.524 0.4812 0.1620 -1.2608
H -0.446 -0.926 -1.696 0.3421 0.5754 0.7594
H -2.371 0.788 -0.134 -0.4768 -0.2779 0.6517
H -1.524 2.079 -0.700 0.7072 0.2780 -0.0200
H -1.504 1.824 1.023 -0.4613 1.2121 1.9399
H -1.408 -2.685 -0.407 0.5385 -2.3028 -1.1666
H -1.628 -1.738 0.880 0.6322 0.1723 -2.3114
```
Positions in Å, forces in eV/Å.

=====

# 10
ORCA calculation (the ωB97M-V functional and the def2-TZVPD basis) on a cluster of 2 separate species, C5H7N4O in total.

Summary:
* LUMO level: 3.73 eV
* E_HOMO: -2.75 eV
* net charge: -1
* ΔE to the lowest compared entry with this formula, charge and spin: 206.97 kJ/mol

XYZ file:
```
17
Properties=species:S:1:pos:R:3:forces:R:3
C 2.949 2.390 1.066 -1.0517 -0.6534 0.5673
C 0.921 3.481 -1.474 -3.3010 0.9039 -3.1693
C -1.577 -0.120 0.384 -0.3232 1.9113 -0.5932
C 0.880 -0.275 0.603 -0.7517 0.0818 0.7738
C -0.173 0.078 -0.115 -1.2046 -1.9040 -0.0514
N 1.751 2.261 0.471 1.8335 2.0236 -1.0405
N 3.804 3.166 0.429 0.6683 0.6410 0.8282
N 1.985 3.034 -0.612 1.6698 -0.8054 1.1202
N 3.168 3.639 -0.608 -0.8313 -1.1200 -0.8728
O 0.846 3.031 -2.637 1.0897 0.2817 2.5333
H -1.925 0.922 0.177 -0.4284 -0.4010 1.0392
H -1.560 -0.378 1.428 -0.3615 0.0198 0.4522
H -2.353 -0.680 -0.156 0.8154 -0.5166 -0.1784
H 3.120 1.960 2.034 0.2896 -0.2494 0.0738
H 1.837 0.022 0.368 1.8444 0.3397 -1.2599
H 0.926 -0.551 1.663 -1.0644 -0.4731 -0.3084
H -0.226 0.555 -1.092 1.1070 -0.0798 0.0861
```
Positions in Å, forces in eV/Å.

=====

# 11
ORCA calculation (the ωB97M-V functional and the def2-TZVPD basis) on the ion C5H7N4S with charge +1.

Summary:
* LUMO level: -4.04 eV
* E_HOMO: -11.73 eV
* net charge: +1
* ΔE to the lowest compared entry with this formula, charge and spin: 381.97 kJ/mol

XYZ file:
```
17
Properties=species:S:1:pos:R:3:forces:R:3
C 2.869 -0.004 -0.388 3.4442 0.8622 1.8774
N 2.130 -0.782 0.215 0.5018 0.0460 0.7174
C 1.122 -1.556 0.377 -2.6732 1.0976 -0.9286
C -0.232 -1.238 0.334 0.4602 3.2915 0.0015
N -1.188 -2.154 0.471 -1.3529 -2.6667 0.3412
C -2.386 -1.780 0.334 2.4958 2.2042 -0.0573
S -2.567 -0.022 0.061 0.6603 0.1543 0.0239
C -0.821 0.098 0.146 0.1123 1.1148 -0.5335
N -0.101 1.186 -0.002 1.4143 -0.7770 0.2205
N -0.752 2.476 -0.235 -4.4044 -5.1053 -0.6486
H 3.850 0.433 0.114 -2.2809 -0.6640 -0.4383
H 2.852 0.259 -1.402 -0.6315 -0.0755 -1.7131
H 1.177 -2.580 0.525 1.2334 -2.0403 0.1689
H -3.271 -2.264 0.429 -2.2239 -2.0103 0.2459
H -1.423 2.565 0.593 1.0484 1.1591 -1.4395
H -1.273 2.327 -1.178 0.4842 0.9483 1.9011
H 0.016 3.034 -0.392 1.7120 2.4611 0.2610
```
Positions in Å, forces in eV/Å.

=====

# 12
ORCA calculation (the ωB97M-V functional and the def2-TZVPD basis) on the molecule C5H7N5.

Summary:
* LUMO level: 0.57 eV
* E_HOMO: -7.03 eV
* ΔE to the lowest compared entry with this formula, charge and spin: 392.92 kJ/mol

XYZ file:
```
17
Properties=species:S:1:pos:R:3:forces:R:3
N -1.542 -1.986 0.594 0.0077 -1.9211 0.2381
C -1.897 -0.858 0.531 -0.2661 -0.3443 0.2118
C -2.423 0.310 0.243 -1.6765 2.2501 -0.1409
C -1.748 1.566 -0.133 0.7774 -0.1908 -2.9433
N -0.504 1.883 -0.349 -1.3160 0.3073 0.7085
C 0.597 1.098 -0.057 -0.1548 -2.2080 -0.4570
N 1.466 1.167 0.859 -0.3869 2.1130 0.7953
N 2.337 0.122 0.722 2.9487 0.7662 2.7332
C 1.987 -0.758 -0.314 -1.2449 0.0312 0.3588
N 0.823 -0.088 -0.823 -1.8477 -0.3348 -2.2830
H -1.563 -2.775 1.261 0.3016 1.3909 -0.3411
H -3.568 0.403 0.127 2.0442 -0.6557 0.2716
H -2.463 2.200 -0.781 0.9202 -0.3981 1.7658
H 3.343 0.378 0.918 -1.9365 -0.3616 -0.5775
H 1.806 -1.754 0.110 -0.1745 -0.2603 -0.4822
H 2.710 -0.741 -1.051 1.8379 -0.7602 -1.7213
H 0.638 -0.167 -1.857 0.1662 0.5761 1.8633
```
Positions in Å, forces in eV/Å.